Computed, not measured: a structure of composition C31H32As2BrN3O3SZr, with wB97M-V/def2-TZVPD.

Summary:
**<S²>**: 0.78
**LUMO level (alpha / beta)**: -2.80 / -2.80 eV
**Total charge**: +1
**Multiplicity**: 2
**Largest force on an atom**: 0.7 eV/A
**Orbital gap (alpha / beta)**: 0.1888 / 0.2916 hartree
**Highest occupied orbital energy (alpha / beta)**: -7.93 / -10.74 eV

Geometry as XYZ:
```
74
Properties=species:S:1:pos:R:3:forces:R:3
H 2.2660 -3.2996 -1.6161 -0.006 0.015 0.023
C 3.8098 -0.4956 -3.7590 0.005 0.006 -0.007
C 1.6667 2.2332 4.9324 -0.006 -0.007 -0.018
H -2.0406 5.7354 -1.2764 -0.004 0.002 0.002
H -3.3653 -6.4475 0.3709 0.002 -0.003 0.002
H -0.9830 -1.6613 -3.5464 0.001 -0.006 0.012
C 3.4381 -0.5719 -0.9955 -0.033 0.004 -0.064
S 3.0983 -0.5819 0.6767 -0.249 0.013 0.132
H 1.1504 2.8271 1.6572 0.003 0.012 0.010
H 1.2923 -5.3486 0.6981 -0.002 0.021 -0.015
C -1.4167 -3.7311 -0.1620 -0.079 0.061 -0.083
C -3.0855 -5.4507 0.0573 0.001 -0.001 -0.001
H 1.6495 0.2467 5.7807 0.002 -0.012 -0.004
H 5.5333 -0.9521 -0.8738 0.000 0.002 0.012
H -3.1084 2.8555 2.3687 -0.005 0.008 -0.002
C 0.4022 2.7775 -1.5529 -0.029 0.000 0.024
C -1.4495 3.8583 -0.4372 0.038 -0.029 -0.026
Br 1.1421 -1.5877 3.4570 0.031 -0.075 0.078
C 1.5344 2.9900 3.7700 0.004 -0.018 0.019
C -4.0297 -4.6102 -0.5118 0.007 0.017 -0.010
O 1.1876 -0.1760 -1.3906 -0.215 -0.138 0.044
C 1.1875 -3.4477 -1.6795 -0.009 -0.016 0.033
C -3.4231 -0.0310 -0.8566 0.011 -0.049 -0.020
C 2.5785 -0.3067 -3.2053 -0.050 0.001 0.026
H 0.9798 -4.4761 -1.9707 -0.018 0.008 0.028
C -1.8531 -1.1255 -3.1704 -0.019 -0.031 0.038
O -1.3215 -0.5257 1.6540 0.638 -0.014 0.108
C -2.3910 3.9155 0.6399 0.009 -0.025 0.023
H -1.0542 -5.6833 0.6740 0.010 0.013 0.001
H 0.6507 4.9153 4.0568 0.002 0.002 0.004
H -3.0438 4.7724 0.7314 -0.010 -0.001 0.010
As 0.3828 -3.0572 0.0522 0.190 -0.056 0.171
H -3.6874 -0.1560 0.1914 -0.011 0.013 -0.005
N -0.6512 1.6687 0.3456 -0.001 -0.150 0.039
C 1.6164 4.4872 3.7827 -0.006 0.022 -0.022
C 1.3019 0.2814 3.6670 -0.008 0.011 -0.116
H 1.6658 -0.1127 -3.7485 0.021 -0.001 -0.028
H 1.8867 4.8747 2.8017 -0.006 0.005 0.002
H -3.2016 1.0184 -1.0501 0.011 -0.005 0.008
H 0.7763 -2.7673 -2.4235 -0.003 -0.009 0.003
H -4.4209 -2.6801 -1.3417 0.006 0.008 -0.001
H -1.8323 -0.1036 -3.5482 0.026 0.011 0.034
H 5.8841 -0.8927 -3.3248 0.005 0.001 0.000
C -1.6009 1.7721 1.3532 -0.116 0.098 0.153
C 4.7128 -0.7718 -1.5522 -0.004 0.006 -0.027
C -0.5750 2.7498 -0.5486 0.095 0.096 -0.048
H 1.8595 2.7268 5.8768 -0.001 0.001 0.007
H 1.2491 3.8127 -3.2127 0.000 0.006 -0.002
C -3.6707 -3.3288 -0.9059 -0.016 -0.013 0.000
H 2.3526 4.8348 4.5058 0.006 -0.004 0.000
N 1.1623 0.9680 2.5425 -0.203 -0.025 0.049
C -2.4273 2.8799 1.5287 0.005 0.003 0.005
H -5.0483 -4.9493 -0.6445 -0.004 0.000 0.000
H 0.7304 -4.4587 2.1281 0.005 0.014 -0.005
H 3.9239 -0.4553 -4.8314 -0.007 0.000 -0.005
As -1.8263 -1.0729 -1.2187 0.139 0.193 0.135
O -2.2207 0.6419 3.3567 -0.115 -0.021 -0.065
C 1.2627 -4.3728 1.1814 -0.081 -0.033 -0.032
C -1.3538 4.9031 -1.3703 0.010 -0.003 -0.005
N 2.4218 -0.3539 -1.8619 0.108 0.019 0.059
C 0.4814 3.8235 -2.4496 0.020 -0.027 0.001
H -0.3515 5.7078 -3.0778 -0.002 0.003 0.000
C -1.7795 -5.0140 0.2288 -0.009 -0.042 -0.006
H 2.2806 -4.0335 1.3687 -0.009 0.025 -0.007
H -2.7557 -1.6209 -3.5263 -0.003 0.005 0.030
C 4.8980 -0.7362 -2.9100 0.000 -0.003 0.004
C 1.5538 0.8549 4.8943 0.004 0.012 0.017
H -4.2522 -0.3445 -1.4892 0.016 -0.016 -0.002
C -2.3685 -2.8774 -0.7300 0.044 -0.020 -0.015
H 1.1039 1.9630 -1.6227 0.002 -0.002 -0.002
C 1.2798 2.3041 2.5963 0.024 -0.041 0.036
Zr 0.4100 -0.2247 0.5984 -0.116 0.071 -0.725
C -1.7639 0.6038 2.2387 -0.034 0.068 -0.011
C -0.4110 4.8913 -2.3714 -0.010 0.014 0.001
```
Forces are in eV/Å.

---

Computed, not measured: the molecule C5H12N2 at a distorted geometry, with wB97M-V/def2-TZVPD.

Summary:
**SMILES string**: NC[C@@H]1CCCN1
**LUMO level**: 1.12 eV
**Total charge**: 0
**Multiplicity**: 1
**Largest force on an atom**: 6.0 eV/A
**Orbital gap**: 0.3601 hartree
**Highest occupied orbital energy**: -8.67 eV

Geometry as XYZ:
```
19
Properties=species:S:1:pos:R:3:forces:R:3
C 1.3613 1.6876 0.5832 -3.230 -0.726 0.822
N 0.6737 0.3845 1.2974 3.492 3.304 -0.385
H 1.5388 -0.1009 1.5857 -1.316 -0.785 -0.636
H -0.2231 -2.1140 1.4217 -0.056 0.095 0.142
N -1.8462 -2.0221 0.1221 -0.619 -2.218 0.881
C 0.4362 1.8493 -0.6982 -1.057 -1.094 0.335
H -0.9229 0.1879 -1.7003 1.875 0.727 0.713
H -0.5692 2.4381 -0.5065 2.277 -1.047 -0.188
H 1.0301 2.4984 1.2701 1.238 -0.265 -0.451
H 0.2036 -2.2412 -0.3124 0.164 0.217 0.384
C 0.0550 0.3659 -1.0931 -0.314 -0.362 0.217
H 0.9208 -0.2657 -1.5628 -1.390 1.369 0.778
H -2.1934 -1.7052 -0.7572 0.263 0.636 -0.700
C -0.4617 -1.7524 0.4262 1.109 2.430 -1.356
H -1.2849 0.1362 0.6353 0.871 0.750 -0.385
C -0.2280 -0.0874 0.3253 -2.415 -5.508 0.514
H 2.4670 1.5575 0.4225 -1.278 0.270 0.080
H -1.9328 -3.0565 0.0493 -0.222 0.976 0.255
H 0.9757 2.2401 -1.5082 0.608 1.230 -1.019
```
Forces are in eV/Å.

---

Computed, not measured: the molecule C19H21N3O3S at a distorted geometry, with wB97M-V/def2-TZVPD.

Summary:
**SMILES string**: CCc1ccc(S(=O)(=O)Nc2c(C)n(C)n(-c3ccccc3)c2=O)cc1
**LUMO level**: 0.28 eV
**Total charge**: 0
**Multiplicity**: 1
**Largest force on an atom**: 14.7 eV/A
**Orbital gap**: 0.3055 hartree
**Highest occupied orbital energy**: -8.03 eV

Geometry as XYZ:
```
47
Properties=species:S:1:pos:R:3:forces:R:3
H 4.4034 1.5180 1.5816 2.322 -2.409 0.159
C -6.7485 -2.3361 0.3892 3.358 2.076 -7.380
C -2.7235 0.7481 -0.2601 3.147 0.403 0.708
C -5.3040 -2.8030 -0.1236 -0.126 5.528 12.302
C 1.8277 2.4331 -0.3037 -3.338 -3.957 0.168
C 1.5177 3.8194 0.0187 -4.882 -1.579 2.764
S -1.5552 2.2293 -0.1645 -1.445 -4.067 -0.606
H 2.4168 -2.3859 0.3238 2.552 2.365 -1.982
H 3.9590 3.0231 1.1200 -1.171 -1.609 1.493
H 6.5622 -3.1969 -0.2174 4.994 -4.215 -0.195
H 1.3687 3.8740 1.2088 -0.396 -0.341 -2.359
C 4.5720 -2.8398 0.1446 -5.323 0.173 -0.552
H -5.0866 -3.2251 -0.9341 0.880 -3.708 -6.754
O -0.9776 2.2458 1.1877 -0.522 0.804 -2.367
H 2.2966 4.4058 -0.0120 4.235 3.386 -1.071
H -6.0680 0.1432 -0.0228 1.531 -1.267 0.973
C 1.3209 0.2208 -0.6060 4.354 -6.253 -1.081
H -4.4268 1.8344 -0.0501 -2.632 6.334 0.485
N -0.3528 1.6067 -1.3022 -3.600 3.203 1.112
C 0.8314 1.3979 -0.7564 1.791 9.029 0.846
H -6.7640 -1.8045 1.2369 0.143 1.725 3.008
C 6.0842 -0.9605 -0.4082 -3.833 -6.130 1.769
H -7.1886 -3.1817 0.3543 -4.005 -5.646 0.772
C -3.1122 -1.4275 -0.1042 0.020 -9.864 -0.508
C -4.0489 0.9764 -0.2036 0.629 -9.184 1.699
H -1.0867 -0.9294 -0.3821 -0.711 0.623 0.232
H -0.8147 1.0572 -2.0060 0.367 -0.404 -0.173
N 2.6143 0.3063 -0.2194 2.282 5.253 4.181
H 0.5842 4.2506 -0.5041 1.651 -0.859 0.806
C 5.7978 -2.6388 -0.1018 0.262 10.497 -1.313
H 5.2500 0.7941 -0.5730 -1.120 -0.160 0.446
C -2.1306 -0.6115 -0.1965 1.000 5.526 -0.686
C -4.9948 -0.2416 0.1511 -0.125 4.129 -3.215
H 7.0664 -0.6889 -0.6410 0.949 0.895 -0.456
H 4.3108 -3.8615 0.3808 -0.809 -0.022 -0.048
C 3.6534 -0.5584 0.0581 -1.097 4.066 -2.121
C 4.9390 -0.2350 -0.2831 6.606 3.936 -1.372
N 2.8409 1.7108 0.2554 -2.448 -3.521 -5.384
H -4.8634 -3.4044 0.8465 -0.943 0.692 -2.629
H 2.8501 1.9775 2.4936 1.541 -0.100 -3.203
C 3.5048 1.9396 1.3803 -0.519 6.417 4.905
C 3.4503 -1.7768 -0.0855 -2.922 -13.513 4.888
O -2.3229 3.2558 -0.8135 0.907 0.937 0.687
O 0.9905 -0.8283 -1.1025 -2.461 -2.901 -0.681
H -7.1855 -1.7851 -0.5262 0.373 -0.306 1.719
C -4.4842 -1.5072 0.0191 -1.416 2.458 -0.385
H -2.7739 -2.5399 -0.2474 -0.049 1.559 0.398
```
Forces are in eV/Å.

---

> Which value of largest force on an atom does entry 1 give?

0.7 eV/A

---

> Which formula does entry 3 have?

C19H21N3O3S

---

> Among the records above, which one has the highest multiplicity?

C31H32As2BrN3O3SZr

---

> total charge of number 2 (C5H12N2)?

0